Entry from the OMol25 dataset: C31H47Cl21N2Na2O6 as an isolated structure (ωB97M-V/def2-TZVPD).

Positions of all 109 atoms, in Å:
Na1 -6.82 0.44 -1.48
Na2 1.66 -0.10 0.00
C1 -2.83 -1.27 -0.23
C2 -1.68 -0.65 0.06
C3 -1.57 0.89 0.21
O1 -0.48 1.58 0.40
C4 -2.62 1.68 -0.10
C5 -3.91 1.08 -0.47
C6 -4.02 -0.55 -0.40
O2 -5.11 -1.11 -0.53
O3 -4.94 1.69 -0.81
O4 -0.63 -1.38 0.13
H1 -2.88 -2.34 -0.22
H2 -2.55 2.76 -0.08
C7 -4.33 -1.65 3.22
Cl1 -5.08 -3.09 3.90
Cl2 -2.81 -1.30 4.02
Cl3 -5.46 -0.31 3.33
H3 -4.13 -1.78 2.16
C8 0.12 4.26 2.26
Cl4 1.66 3.38 2.48
Cl5 -0.14 4.80 0.63
Cl6 -0.28 5.60 3.39
H4 -0.66 3.51 2.38
C9 -4.48 3.69 2.18
Cl7 -6.14 3.54 2.80
Cl8 -3.27 2.76 3.04
Cl9 -3.87 5.34 2.07
H5 -4.59 3.28 1.18
C10 -1.57 -4.71 0.42
Cl10 -0.48 -6.14 0.59
Cl11 -2.50 -4.47 1.96
Cl12 -2.64 -4.90 -0.94
H6 -0.91 -3.88 0.19
C11 -5.99 -4.10 -0.97
Cl13 -6.29 -4.66 0.70
Cl14 -7.43 -3.12 -1.57
Cl15 -5.69 -5.51 -2.02
H7 -5.09 -3.48 -0.96
C12 -3.81 4.55 -2.35
Cl16 -4.74 5.37 -1.10
Cl17 -2.65 5.71 -2.92
Cl18 -4.83 4.13 -3.72
H8 -3.36 3.63 -1.96
C13 -2.47 -2.07 -3.95
Cl19 -2.24 -0.91 -5.31
Cl20 -1.09 -3.24 -3.89
Cl21 -3.97 -2.97 -4.05
H9 -2.46 -1.45 -3.05
C14 4.73 2.34 -2.96
C15 3.57 2.28 -1.89
C16 3.01 3.71 -1.74
C17 1.89 4.01 -2.74
C18 0.84 2.85 -2.95
C19 1.49 1.44 -3.20
N1 2.53 1.28 -2.22
O5 3.06 0.02 -2.21
C20 0.28 0.51 -3.04
C21 1.96 1.48 -4.69
C22 4.18 1.93 -0.51
H10 4.34 3.00 -3.74
H11 5.20 1.42 -3.31
H12 5.50 2.94 -2.49
H13 2.70 3.85 -0.70
H14 3.80 4.43 -1.93
H15 2.35 4.20 -3.71
H16 1.37 4.88 -2.32
H17 0.18 3.14 -3.76
H18 0.08 2.95 -2.18
H19 0.60 -0.53 -3.02
H20 -0.29 0.68 -2.13
H21 -0.46 0.51 -3.84
H22 1.14 1.62 -5.39
H23 2.62 2.32 -4.93
H24 2.39 0.55 -5.08
H25 3.41 2.11 0.24
H26 4.90 2.63 -0.07
H27 4.64 0.94 -0.48
H28 3.38 -0.05 -3.12
C23 4.47 -3.18 2.35
C24 3.16 -2.72 1.58
C25 2.06 -3.77 1.91
C26 1.49 -3.79 3.36
C27 0.94 -2.37 3.53
C28 1.97 -1.26 3.33
N2 2.71 -1.39 2.02
O6 3.63 -0.38 1.78
C29 1.14 0.02 3.36
C30 2.93 -1.26 4.56
C31 3.41 -2.76 -0.01
H29 4.95 -4.03 1.86
H30 4.31 -3.52 3.37
H31 5.19 -2.37 2.34
H32 1.25 -3.64 1.19
H33 2.46 -4.74 1.64
H34 2.22 -4.18 4.08
H35 0.64 -4.46 3.50
H36 0.56 -2.33 4.55
H37 0.03 -2.29 2.93
H38 1.74 0.88 3.67
H39 0.47 0.26 2.53
H40 0.53 -0.11 4.25
H41 3.78 -0.57 4.60
H42 2.31 -1.00 5.42
H43 3.37 -2.25 4.68
H44 2.56 -2.60 -0.68
H45 3.93 -3.65 -0.36
H46 4.11 -1.96 -0.25
H47 4.33 -0.52 2.42

Summary:
Multiplicity: 1
Gap between HOMO and LUMO, eV: 6.6639



Entry from the OMol25 dataset: C31H47ClHfO2P2 as an isolated structure (ωB97M-V/def2-TZVPD).

Positions of all 84 atoms, in Å:
Hf1 -0.40 -0.50 1.82
C1 -2.45 1.10 1.06
C2 -2.20 -0.13 0.34
C3 -2.54 -0.61 2.61
C4 -2.63 0.81 2.43
C5 -2.49 -1.21 1.28
C6 -2.74 2.37 0.37
H1 -3.42 2.20 -0.47
H2 -1.83 2.84 -0.03
H3 -3.20 3.08 1.05
C7 -3.04 1.76 3.50
H4 -2.18 2.30 3.92
H5 -3.52 1.22 4.33
H6 -3.76 2.48 3.09
C8 -2.96 -1.34 3.84
H7 -3.69 -0.75 4.42
H8 -2.09 -1.50 4.49
H9 -3.43 -2.30 3.62
C9 -3.05 -2.54 0.97
H10 -4.07 -2.63 1.38
H11 -2.46 -3.35 1.43
H12 -3.13 -2.70 -0.11
C10 -2.29 -0.24 -1.15
H13 -3.33 -0.15 -1.48
H14 -1.86 -1.18 -1.52
H15 -1.72 0.57 -1.62
C11 1.02 2.26 -3.03
C12 -0.05 1.95 -3.77
C13 -0.42 0.60 -4.28
C14 0.68 -0.51 -4.34
C15 0.83 -1.45 -3.24
C16 1.34 -1.19 -1.92
C17 1.31 0.30 -1.51
C18 2.00 1.28 -2.48
H16 -0.75 0.76 -5.32
H17 1.62 -0.05 -4.69
H18 -1.30 0.21 -3.76
H19 2.59 0.76 -3.26
H20 1.25 3.30 -2.81
H21 -0.75 2.75 -4.06
H22 2.71 1.85 -1.86
H23 0.25 0.55 -1.33
H24 0.65 -1.74 -1.23
H25 1.81 0.44 -0.53
H26 0.34 -1.16 -5.15
H27 0.54 -2.49 -3.44
P1 2.95 -1.97 -1.25
P2 0.64 -2.78 1.37
C19 2.85 -3.57 -0.40
C20 2.26 -3.65 1.00
H28 3.91 -3.86 -0.31
H29 2.39 -4.28 -1.11
H30 1.99 -4.70 1.18
H31 2.96 -3.36 1.79
C21 0.45 -3.62 3.01
H32 -0.56 -3.50 3.43
H33 1.17 -3.20 3.73
H34 0.67 -4.68 2.88
C22 -0.25 -3.86 0.17
H35 0.28 -4.82 0.10
H36 -0.26 -3.40 -0.82
H37 -1.28 -4.06 0.47
C23 4.26 -1.22 -0.24
H38 4.41 -0.16 -0.51
H39 5.19 -1.78 -0.47
H40 4.05 -1.33 0.83
C24 3.75 -2.42 -2.81
H41 3.02 -2.84 -3.50
H42 4.56 -3.14 -2.61
H43 4.17 -1.50 -3.22
Cl1 -1.03 8.13 1.51
C25 -0.50 6.50 1.49
C26 0.57 6.12 0.67
C27 0.99 4.78 0.66
C28 0.34 3.80 1.42
C29 -0.75 4.19 2.22
C30 -1.16 5.54 2.27
C31 0.89 2.40 1.24
O1 1.92 2.26 0.59
O2 0.27 1.36 1.78
H44 1.06 6.85 0.05
H45 1.86 4.51 0.06
H46 -1.26 3.45 2.82
H47 -1.99 5.84 2.88

Summary:
Multiplicity: 1
Total charge: +2
Gap between HOMO and LUMO (alpha / beta), eV: 3.2443 / 3.2450
Relative energy (zero: lowest compared OMol25 entry of this formula, charge and spin), eV: 1.626



Entry from the OMol25 dataset: C31H47DyNO2P2S2 as an isolated structure (ωB97M-V/def2-TZVPD).

Positions of all 86 atoms, in Å:
Dy1 -1.08 0.71 0.45
C1 0.48 0.40 2.28
C2 1.32 0.73 1.17
C3 -0.17 2.50 1.49
C4 -0.44 1.49 2.48
C5 0.90 2.01 0.65
C6 0.61 -0.85 3.05
H1 0.90 -1.69 2.40
H2 -0.38 -1.07 3.51
H3 1.35 -0.77 3.86
C7 -1.66 1.53 3.33
H4 -1.67 0.69 4.03
H5 -2.59 1.49 2.74
H6 -1.67 2.45 3.92
C8 -1.02 3.68 1.24
H7 -0.92 4.39 2.07
H8 -2.08 3.41 1.18
H9 -0.74 4.23 0.33
C9 1.44 2.66 -0.57
H10 2.21 3.41 -0.32
H11 0.64 3.19 -1.12
H12 1.89 1.94 -1.26
C10 2.59 0.02 0.79
H13 3.49 0.55 1.16
H14 2.70 -0.09 -0.30
H15 2.63 -0.98 1.24
C11 -0.23 -3.60 -1.95
C12 0.82 -3.64 -1.13
C13 2.22 -3.16 -1.37
C14 2.62 -2.51 -2.73
C15 2.17 -1.10 -2.98
C16 0.99 -0.72 -3.50
C17 -0.31 -1.37 -3.14
C18 -0.30 -2.92 -3.28
H16 2.85 -4.06 -1.29
H17 2.36 -3.21 -3.53
H18 2.55 -2.51 -0.55
H19 0.56 -3.23 -3.89
H20 -1.18 -4.06 -1.63
H21 0.70 -4.16 -0.17
H22 -1.20 -3.26 -3.80
H23 -0.64 -1.12 -2.11
H24 0.90 0.28 -3.94
H25 -1.11 -0.95 -3.78
H26 3.72 -2.47 -2.72
H27 2.91 -0.34 -2.74
P1 -1.11 -0.87 -6.09
P2 -1.12 2.01 -7.09
C19 -1.30 -0.65 -7.97
C20 -1.80 0.74 -8.30
H28 -2.01 -1.42 -8.33
H29 -0.32 -0.84 -8.44
H30 -1.49 1.02 -9.32
H31 -2.90 0.80 -8.25
C21 -1.76 3.39 -8.16
H32 -1.38 4.34 -7.77
H33 -2.85 3.38 -8.12
H34 -1.43 3.25 -9.20
C22 0.58 2.04 -7.84
H35 0.53 2.02 -8.94
H36 1.19 1.20 -7.49
H37 1.06 2.97 -7.52
C23 -2.64 -1.90 -5.87
H38 -2.74 -2.22 -4.82
H39 -2.60 -2.78 -6.53
H40 -3.51 -1.28 -6.12
C24 0.18 -2.16 -6.34
H41 0.89 -1.79 -7.09
H42 -0.28 -3.10 -6.69
H43 0.74 -2.33 -5.42
O1 -2.53 -1.25 6.46
S1 -2.15 -2.18 5.41
O2 -0.98 -3.01 5.62
N1 -2.06 -1.39 3.92
C25 -2.94 -1.79 3.01
S2 -2.85 -1.15 1.41
C26 -3.87 -2.79 3.54
C27 -4.95 -3.47 2.95
C28 -5.64 -4.44 3.69
C29 -5.26 -4.75 5.01
C30 -4.19 -4.07 5.61
C31 -3.53 -3.10 4.86
H44 -5.23 -3.23 1.93
H45 -6.47 -4.98 3.24
H46 -5.79 -5.51 5.58
H47 -3.86 -4.26 6.63

Summary:
Multiplicity: 6
Total charge: +1
Gap between HOMO and LUMO (alpha / beta), eV: 3.8917 / 5.9829
⟨S²⟩: 9.24
Relative energy (zero: lowest compared OMol25 entry of this formula, charge and spin), eV: 1.691



Entry from the OMol25 dataset: a 2-piece molecular cluster, C31H47F2I2N4O8P overall (ωB97M-V/def2-TZVPD).

Positions of all 95 atoms, in Å:
C1 4.33 -3.13 -0.66
C2 5.32 -1.93 -0.92
C3 5.40 -0.95 0.30
C4 4.81 0.48 -0.02
C5 3.26 0.36 -0.10
C6 2.54 1.59 -0.74
C7 1.36 1.24 -1.72
C8 0.06 2.15 -1.57
C9 -0.81 1.85 -0.30
C10 -1.92 0.74 -0.42
N1 -3.26 1.22 -0.84
C11 -3.85 2.31 -0.14
O1 -3.66 3.43 -0.37
F1 -4.77 2.08 0.82
C12 -3.41 1.42 -2.26
O2 -4.03 0.71 -2.92
F2 -2.90 2.52 -2.89
O3 -1.52 0.08 -1.68
C13 -1.54 -1.31 -1.62
O4 -0.85 -1.85 -2.41
C14 -2.40 -1.78 -0.39
C15 -3.92 -1.73 -0.90
I1 -5.59 -0.89 0.18
C16 -4.30 -2.29 -2.09
C17 -3.37 -3.07 -3.03
I2 -6.33 -2.25 -2.87
C18 -2.35 -3.26 0.12
C19 -3.19 -3.50 1.46
C20 -1.03 -4.07 0.28
C21 -0.30 -4.50 -1.05
C22 0.58 -5.78 -0.65
C23 -1.84 -0.57 0.52
C24 -2.49 -0.24 1.91
C25 -2.02 0.86 2.89
N2 -2.59 2.22 2.66
N3 -0.60 1.05 3.26
N4 -2.66 0.47 4.19
P1 -0.06 -0.99 1.07
O5 0.93 -1.73 -0.02
O6 -0.03 -1.79 2.54
H1 3.31 -2.69 -0.60
H2 4.31 -3.86 -1.50
H3 4.55 -3.65 0.30
H4 6.30 -2.39 -1.16
H5 4.92 -1.41 -1.82
H6 6.49 -0.81 0.51
H7 4.95 -1.40 1.20
H8 5.07 1.11 0.86
H9 5.25 0.84 -0.97
H10 2.79 0.18 0.89
H11 3.04 -0.52 -0.76
H12 3.33 2.12 -1.34
H13 2.17 2.34 -0.01
H14 1.72 1.45 -2.76
H15 1.06 0.17 -1.73
H16 -0.49 2.22 -2.52
H17 0.45 3.19 -1.39
H18 -0.09 1.67 0.53
H19 -1.26 2.84 -0.03
H20 -3.93 -3.79 -3.65
H21 -2.52 -3.57 -2.54
H22 -2.93 -2.33 -3.74
H23 -2.92 -3.89 -0.59
H24 -2.43 -3.71 2.26
H25 -3.82 -2.64 1.73
H26 -3.77 -4.45 1.38
H27 -1.34 -5.05 0.72
H28 -0.26 -3.69 0.98
H29 0.43 -3.75 -1.39
H30 -0.99 -4.87 -1.82
H31 1.58 -5.75 -1.10
H32 0.71 -5.82 0.46
H33 0.05 -6.72 -0.91
H34 -3.56 0.01 1.74
H35 -2.54 -1.19 2.50
H36 -2.14 2.67 1.86
H37 -2.32 2.82 3.45
H38 -0.56 1.47 4.19
H39 -0.13 1.74 2.67
H40 -1.99 0.01 4.80
H41 -3.11 1.27 4.62
H42 1.42 -2.45 0.43
H43 -0.74 -2.46 2.58
C26 1.07 5.93 -0.15
C27 1.24 6.95 0.68
C28 2.60 7.40 1.07
O7 2.75 8.33 1.83
C29 3.75 6.67 0.50
C30 3.58 5.65 -0.33
C31 2.23 5.20 -0.73
O8 2.07 4.26 -1.49
H44 0.09 5.58 -0.45
H45 0.41 7.49 1.11
H46 4.74 7.02 0.79
H47 4.41 5.10 -0.76

Summary:
Multiplicity: 1
Gap between HOMO and LUMO, eV: 5.9239
Relative energy (zero: lowest compared OMol25 entry of this formula, charge and spin), eV: 3.101



Number 1: largest force on an atom 0.10613 hartree/bohr. Number 2: largest force on an atom 0.07101 hartree/bohr. Number 3: largest force on an atom 0.09947 hartree/bohr. Number 4: largest force on an atom 0.10673 hartree/bohr.